Computed, not measured: C39H38N5P2SSeV as an isolated structure, with the ωB97M-V functional and the def2-TZVPD basis.

Calculated values
LUMO energy (alpha / beta)	-6.9 / -5.9	eV
2S+1	3
relative energy (zero: lowest compared OMol25 entry of this formula, charge and spin)	181.29	kJ/mol
orbital gap (alpha / beta)	0.1932 / 0.2296	Eh
charge	+2

Each line ends with the Löwdin spin population.
Positions of all 87 atoms, in Å:
V -1.406 -1.039 -0.973  1.98
N -2.967 -3.310 -2.421  0.01
C -3.802 -2.211 -2.227  0.01
C -5.161 -2.367 -2.491  0.00
C -6.003 -1.306 -2.282  0.01
C -5.486 -0.089 -1.830  0.00
C -4.146 -0.011 -1.594  0.01
N -3.296 -1.061 -1.774  0.01
C -1.618 -3.366 -2.716  0.01
C -1.116 -4.541 -3.277  0.00
C 0.190 -4.590 -3.673  0.00
C 0.996 -3.450 -3.553  0.00
C 0.460 -2.345 -2.977  0.01
N -0.831 -2.293 -2.504  0.00
H -3.462 -4.167 -2.614  0.00
H -5.532 -3.313 -2.866  0.00
H -7.063 -1.413 -2.479  0.00
H -6.115 0.774 -1.664  0.00
H -3.693 0.904 -1.246  0.00
H -1.778 -5.386 -3.421  0.00
H 0.586 -5.501 -4.103  0.00
H 2.021 -3.436 -3.897  0.00
H 1.030 -1.437 -2.857  0.00
C 3.983 3.302 4.341  0.00
S 3.606 1.542 4.319  0.00
C 2.113 1.605 3.318  0.00
C 1.507 0.211 3.255  0.00
C 0.225 0.136 2.447  0.00
N 0.399 0.437 0.986  0.00
P 1.393 -0.466 -0.110  0.00
C 2.963 0.433 0.110  0.00
C 3.044 1.716 -0.445  0.00
C 4.165 2.504 -0.235  0.00
C 5.221 2.013 0.523  0.00
C 5.150 0.741 1.071  0.00
C 4.030 -0.052 0.862  0.00
C 1.759 -2.169 0.413  0.00
C 0.945 -2.971 1.213  0.00
C 1.234 -4.320 1.389  0.00
C 2.325 -4.892 0.754  0.00
C 3.130 -4.108 -0.063  0.00
C 2.848 -2.762 -0.239  0.00
P -1.008 1.008 0.193  -0.03
C -1.723 2.232 1.277  -0.01
C -0.984 3.388 1.535  0.00
C -1.499 4.328 2.411  0.00
C -2.737 4.120 3.018  0.00
C -3.465 2.969 2.758  0.00
C -2.955 2.016 1.884  0.00
C -0.735 1.903 -1.403  0.00
C -1.758 2.829 -1.698  0.00
C -1.830 3.444 -2.934  0.00
C -0.895 3.152 -3.924  0.00
C 0.108 2.238 -3.661  0.00
C 0.182 1.607 -2.420  0.00
H 4.845 3.438 4.992  0.00
H 3.150 3.875 4.749  0.00
H 4.235 3.672 3.346  0.00
H 2.344 1.971 2.312  0.00
H 1.408 2.300 3.787  0.00
H 1.244 -0.121 4.262  0.00
H 2.246 -0.504 2.882  0.00
H -0.480 0.866 2.840  0.00
H -0.237 -0.839 2.576  0.00
H 2.229 2.120 -1.029  0.00
H 4.216 3.495 -0.666  0.00
H 6.100 2.623 0.686  0.00
H 5.964 0.363 1.675  0.00
H 3.996 -1.040 1.303  0.00
H 0.089 -2.560 1.718  0.00
H 0.603 -4.921 2.032  0.00
H 2.552 -5.941 0.900  0.00
H 3.990 -4.544 -0.555  0.00
H 3.494 -2.168 -0.876  0.00
H -0.021 3.550 1.063  0.00
H -0.940 5.230 2.621  0.00
H -3.134 4.862 3.699  0.00
H -4.423 2.809 3.234  0.00
H -3.515 1.107 1.689  0.00
H -2.484 3.104 -0.942  0.00
H -2.612 4.170 -3.123  0.00
H -0.950 3.641 -4.888  0.00
H 0.847 2.009 -4.417  0.00
H 0.981 0.904 -2.255  0.00
Se -3.593 -2.600 2.865  0.00
C -2.671 -2.176 1.490  0.03
N -2.022 -1.877 0.523  -0.04

---

Computed, not measured: C39H39BF4N2O2PRuS3Sb2 as an isolated structure, with the ωB97M-V functional and the def2-TZVPD basis.

Calculated values
LUMO energy (alpha / beta)	-3.9 / -3.9	eV
orbital gap (alpha / beta)	0.2185 / 0.2184	Eh
charge	+1

Each line ends with the Mulliken charge.
Positions of all 94 atoms, in Å:
Ru -0.113 -0.551 -0.634  0.20
O 4.178 -1.941 -2.133  -0.44
C 3.980 -0.967 -1.517  0.24
O 2.623 -0.443 -1.413  0.09
C 4.880 -0.048 -0.785  0.51
C 6.217 -0.300 -0.518  -0.80
C 6.915 0.634 0.230  -0.61
C 6.288 1.789 0.695  -0.75
C 4.951 2.040 0.414  -0.64
C 4.257 1.111 -0.341  0.33
P 2.499 1.001 -0.771  0.96
C 2.178 2.195 -2.062  0.68
C 1.098 3.070 -2.084  0.76
C 0.950 3.954 -3.141  -0.99
C 1.871 3.952 -4.179  -0.65
C 2.947 3.074 -4.161  -0.89
C 3.111 2.200 -3.101  -0.82
C 1.747 1.165 0.820  1.90
C 1.727 0.076 1.691  -0.43
C 1.420 0.322 3.027  -0.94
C 1.102 1.596 3.461  -0.65
C 1.116 2.670 2.574  -1.05
C 1.443 2.465 1.251  -0.91
H 6.684 -1.206 -0.881  0.56
H 7.956 0.460 0.466  0.44
H 6.845 2.496 1.294  0.46
H 4.471 2.939 0.781  0.50
H 0.388 3.078 -1.274  -0.32
H 0.117 4.644 -3.154  0.49
H 1.752 4.642 -5.004  0.43
H 3.666 3.075 -4.969  0.46
H 3.960 1.528 -3.093  0.40
H 2.027 -0.916 1.368  0.32
H 1.458 -0.486 3.738  0.60
H 0.855 1.757 4.503  0.51
H 0.898 3.671 2.924  0.52
H 1.507 3.303 0.568  0.57
C -1.740 3.393 0.321  -1.47
Sb -1.751 1.473 -0.635  0.67
C -3.654 0.937 0.151  -1.08
C -2.303 2.127 -2.642  -1.01
C -3.760 1.865 -2.837  0.16
C -4.684 2.848 -2.489  -0.49
C -6.047 2.604 -2.530  -0.63
C -6.501 1.353 -2.921  -0.75
C -5.590 0.378 -3.294  -0.87
C -4.215 0.613 -3.269  1.06
C -3.284 -0.450 -3.770  -1.57
Sb -1.956 -1.568 -2.441  1.06
C -3.431 -2.835 -1.585  -1.37
C -1.248 -2.797 -4.020  -1.32
H -1.101 4.114 -0.186  0.48
H -1.429 3.293 1.358  0.37
H -2.774 3.732 0.284  0.59
H -4.411 1.600 -0.264  0.48
H -3.604 1.055 1.233  0.53
H -3.889 -0.098 -0.075  0.15
H -1.667 1.581 -3.337  0.55
H -2.070 3.190 -2.706  0.64
H -4.321 3.821 -2.174  0.37
H -6.749 3.379 -2.252  0.42
H -7.562 1.142 -2.953  0.42
H -5.950 -0.588 -3.629  0.41
H -2.628 -0.066 -4.555  0.51
H -3.860 -1.272 -4.198  0.81
H -3.772 -3.486 -2.390  0.52
H -4.262 -2.249 -1.197  0.36
H -2.971 -3.423 -0.796  0.39
H -2.084 -2.976 -4.695  0.56
H -0.894 -3.727 -3.587  0.38
H -0.432 -2.310 -4.547  0.34
F 1.189 -2.515 -0.136  -0.06
B 1.043 -3.252 -1.376  0.30
F -0.263 -3.758 -1.428  -0.48
F 1.997 -4.206 -1.491  -0.24
F 1.167 -2.259 -2.416  -0.44
S -1.319 -0.668 6.642  -0.27
C -1.291 -1.246 5.104  0.08
S -2.071 -0.466 3.758  -0.09
C -1.341 -1.618 2.653  -0.31
N -0.655 -2.524 3.250  -0.63
N -0.652 -2.351 4.602  0.69
C 0.098 -3.308 5.363  0.38
C -0.386 -3.788 6.568  -0.51
C 0.367 -4.714 7.274  -0.66
C 1.582 -5.160 6.778  -0.45
C 2.045 -4.689 5.557  -0.79
C 1.304 -3.761 4.845  0.00
S -1.630 -1.541 0.955  -0.18
H -1.339 -3.452 6.949  0.43
H -0.005 -5.090 8.217  0.37
H 2.164 -5.882 7.336  0.39
H 2.985 -5.045 5.156  0.38
H 1.639 -3.405 3.880  0.42

---

Which of these has the lowest charge? C39H39BF4N2O2PRuS3Sb2

---

Which of these has the highest charge? C39H38N5P2SSeV

---

What is the formula in the first record? C39H38N5P2SSeV

---

The lowest charge belongs to which entry? C39H39BF4N2O2PRuS3Sb2